1.
Density functional theory data (wB97M-V/def2-TZVPD) for a molecular structure, C40H34N6O3PbSSi.

Each line ends with the Löwdin charge.
CARTESIAN COORDINATES (ANGSTROEM)
Pb1 -2.39488 3.11295 0.30281  1.38
O1 -1.21718 5.28111 -0.50791  -0.25
C1 -0.01658 5.42666 -0.90993  -0.45
C2 0.28721 6.31337 -1.99134  -0.05
C3 1.56456 6.51091 -2.45481  -0.14
C4 2.65385 5.85274 -1.87084  -0.15
C5 2.39888 4.99733 -0.81750  -0.09
C6 1.10950 4.75243 -0.33011  -0.18
C7 1.02484 3.80292 0.77014  -0.12
N1 -0.00207 3.15996 1.18523  -0.07
N2 0.27073 2.28120 2.22431  0.05
C8 -0.80554 1.64269 2.60783  -0.50
O2 -2.00788 1.80954 2.21672  -0.24
C9 -0.58151 0.57043 3.63581  -0.14
C10 -1.68227 -0.00811 4.25796  -0.03
C11 -1.50967 -1.03239 5.17843  -0.11
C12 -0.23583 -1.49779 5.47331  -0.13
C13 0.86542 -0.93123 4.84353  -0.09
C14 0.69449 0.09892 3.93222  -0.03
H1 -0.55672 6.82426 -2.44078  0.10
H2 1.72866 7.18904 -3.28724  0.08
H3 3.66253 6.00503 -2.23203  0.07
H4 3.22302 4.47062 -0.34497  0.10
H5 1.96969 3.58761 1.27890  0.11
H6 -2.66644 0.35221 3.98777  0.11
H7 -2.37454 -1.47884 5.65623  0.09
H8 -0.10201 -2.31354 6.17451  0.09
H9 1.86123 -1.30743 5.04496  0.09
H10 1.53982 0.53515 3.42019  0.10
C15 -4.14699 -0.99630 -1.91912  -0.04
C16 -3.45523 0.24898 -1.44251  -0.27
N3 -3.87480 0.96834 -0.46698  -0.03
N4 -4.97535 0.49561 0.19384  -0.04
C17 -5.56807 1.32215 1.01696  -0.95
N5 -6.59541 0.71047 1.73260  0.00
S1 -5.35254 3.00179 1.31571  0.37
C18 -2.17630 0.62474 -2.10599  -0.24
C19 -1.62613 -0.19502 -3.08696  -0.02
C20 -0.39743 0.12844 -3.63664  -0.07
C21 0.25159 1.26742 -3.20345  -0.05
C22 -0.36401 2.03232 -2.22587  -0.12
N6 -1.54679 1.73550 -1.71271  0.01
H11 -5.06851 -1.13239 -1.36311  0.05
H12 -4.36850 -0.92499 -2.98700  0.08
H13 -3.50970 -1.87103 -1.76997  0.08
H14 -6.46677 -0.28616 1.82978  0.07
H15 -6.83114 1.20313 2.57772  0.04
H16 -2.12848 -1.10224 -3.38588  0.10
H17 0.06311 -0.52556 -4.36800  0.09
H18 1.22767 1.54631 -3.57477  0.10
H19 0.12139 2.91768 -1.83295  0.10
O3 -0.06862 -0.33002 -0.28107  -0.30
Si1 0.90138 -1.54935 -0.35870  0.38
C23 2.69581 -1.13787 0.12677  -0.21
C24 3.75552 -2.04646 0.08297  -0.11
C25 5.04125 -1.68035 0.45829  -0.12
C26 5.29269 -0.38410 0.89112  -0.13
C27 4.25308 0.53398 0.94469  -0.10
C28 2.97081 0.15749 0.56184  -0.09
C29 0.37598 -3.00161 0.76127  -0.20
C30 0.82941 -4.31753 0.64968  -0.12
C31 0.42324 -5.30634 1.53724  -0.12
C32 -0.45515 -4.99364 2.56627  -0.12
C33 -0.92394 -3.69296 2.69435  -0.10
C34 -0.51394 -2.71364 1.79903  -0.07
C35 1.07895 -2.34898 -2.09692  -0.21
C36 2.05165 -1.91877 -3.00160  -0.11
C37 2.08139 -2.36618 -4.31658  -0.12
C38 1.12783 -3.27048 -4.76463  -0.13
C39 0.15137 -3.71977 -3.88468  -0.11
C40 0.13384 -3.26058 -2.57420  -0.11
H20 3.57554 -3.06399 -0.25125  0.09
H21 5.84820 -2.40437 0.41676  0.09
H22 6.29447 -0.09404 1.18925  0.08
H23 4.43556 1.54465 1.29354  0.09
H24 2.15064 0.86167 0.62788  0.08
H25 1.51071 -4.58221 -0.15392  0.09
H26 0.79053 -6.32158 1.42612  0.08
H27 -0.77379 -5.76111 3.26334  0.08
H28 -1.60793 -3.43525 3.49469  0.09
H29 -0.88974 -1.70063 1.89259  0.09
H30 2.80141 -1.20752 -2.66980  0.10
H31 2.84724 -2.00595 -4.99514  0.09
H32 1.14529 -3.62186 -5.79027  0.09
H33 -0.59948 -4.42560 -4.22315  0.09
H34 -0.64412 -3.61202 -1.90391  0.10

Computed properties:
HOMO-LUMO gap   6.436 eV
Relative energy (zero: lowest compared OMol25 entry of this formula, charge and spin)   0.3063 eV
E_HOMO   -2.081 eV
Net charge   -2
Calculated total energy   -2979.640136 a.u.

2.
Density functional theory data (wB97M-V/def2-TZVPD) for a gas-phase ion, F6NP2 (charge +1) in a non-equilibrium geometry.

Each line ends with the Löwdin charge.
CARTESIAN COORDINATES (ANGSTROEM)
F1 -1.29324 -1.29275 0.35831  -0.06
P1 -1.41460 0.21784 0.02699  0.43
F2 -2.61461 0.30095 -0.94933  -0.01
F3 -1.86496 0.74288 1.42859  -0.03
N1 -0.23873 0.83538 -0.74397  -0.14
P2 1.52312 -0.04089 -0.20778  0.72
F4 2.03635 0.75352 0.97693  0.01
F5 1.22988 -1.40464 0.31476  0.02
F6 2.63679 -0.11230 -1.20450  0.06

Computed properties:
HOMO-LUMO gap   10.600 eV
Relative energy (zero: lowest compared OMol25 entry of this formula, charge and spin)   2.1356 eV
E_HOMO   -17.067 eV
Net charge   +1
Calculated total energy   -1336.532805 a.u.

3.
Density functional theory data (wB97M-V/def2-TZVPD) for 2 unconnected molecules or ions with the total composition CH2Cl4N2 in a non-equilibrium geometry.

Each line ends with the Löwdin charge.
CARTESIAN COORDINATES (ANGSTROEM)
C1 0.10015 -0.71669 0.20509  -0.80
N1 -1.33714 1.07446 0.40250  -0.49
N2 1.05777 0.06293 -0.46476  -1.02
Cl1 0.32198 -1.12659 1.84336  0.64
Cl2 -2.75954 0.44309 -0.18226  0.48
Cl3 2.13960 1.01115 0.52032  0.58
Cl4 1.95794 -0.89207 -1.56777  0.59
H1 -0.51150 -1.39691 -0.29968  0.04
H2 -0.96925 1.54062 -0.45680  -0.02

Computed properties:
HOMO-LUMO gap (spin up / spin down)   7.580 / 8.480 eV
Relative energy (zero: lowest compared OMol25 entry of this formula, charge and spin)   2.6631 eV
E_HOMO (spin up / spin down)   -8.347 / -9.273 eV
Calculated total energy   -1989.365132 a.u.